(1)
Formula: C7H16N3
Source: the OMol25 dataset
Level of theory: ωB97M-V/def2-TZVPD

Computed properties:
- LUMO energy (spin up / spin down) (eV) = -6.0 / -5.8
- HOMO level (spin up / spin down) (Eh) = -0.518 / -0.499
- Kohn-Sham gap (spin up / spin down) (eV) = 8.104 / 7.723
- E (eV) = -11977.3358

```
! RIJCOSX wB97M-V def2-TZVPD def2/J DEFGRID3
* xyz 1 1
C -1.916 -1.552 -0.993
C -2.419 -0.643 0.052
C -1.278 0.030 0.830
C 1.104 1.789 1.269
C 1.603 -0.762 0.994
C 2.056 1.063 -0.943
C 1.272 0.531 0.310
N -2.642 -2.391 -1.634
N -0.657 -1.329 -1.421
N -0.152 0.377 -0.093
H -3.021 0.049 -0.518
H -3.268 -1.074 0.483
H -1.613 1.003 1.345
H -1.003 -0.678 1.522
H 0.419 2.687 0.987
H 0.772 1.656 2.291
H 2.181 2.256 1.434
H 2.661 -1.026 0.704
H 1.059 -1.621 0.597
H 1.283 -0.628 2.040
H 1.896 0.248 -1.644
H 1.691 1.916 -1.334
H 3.023 1.087 -0.584
H -2.280 -2.742 -2.491
H -0.304 -1.276 -2.373
H -0.468 1.031 -0.831
*
```



(2)
Formula: C7H16N3
Source: the OMol25 dataset
Level of theory: ωB97M-V/def2-TZVPD

Computed properties:
- LUMO energy (eV) = -3.4
- HOMO level (Eh) = -0.443
- Kohn-Sham gap (eV) = 8.644
- E (eV) = -11978.2157

```
! RIJCOSX wB97M-V def2-TZVPD def2/J DEFGRID3
* xyz 1 1
C 0.280 0.906 -1.112
C -1.003 0.414 0.022
C 1.927 -0.216 0.088
C -1.848 1.630 0.272
C 2.110 0.973 1.046
C 2.777 -1.420 0.249
C -2.967 -1.321 -0.166
N -0.641 -0.481 0.876
N -1.459 -0.974 -0.173
N 1.305 -0.069 -1.054
H -0.252 0.960 -2.106
H 0.501 1.827 -0.681
H -2.706 1.559 -0.438
H -1.287 2.521 0.114
H -2.212 1.543 1.235
H 1.183 0.947 1.658
H 2.092 1.922 0.461
H 2.915 0.874 1.767
H 3.855 -1.168 0.316
H 2.503 -2.275 -0.453
H 2.527 -1.801 1.246
H -3.358 -0.479 -0.817
H -3.186 -2.359 -0.637
H -3.281 -1.241 0.810
H -0.967 -1.371 -1.009
H 1.191 -0.900 -1.513
*
```



(3)
Formula: C7H16N3O
Source: the OMol25 dataset
Level of theory: ωB97M-V/def2-TZVPD

Computed properties:
- LUMO energy (spin up / spin down) (eV) = -2.5 / -8.1
- HOMO level (spin up / spin down) (Eh) = -0.401 / -0.498
- Kohn-Sham gap (spin up / spin down) (eV) = 8.471 / 5.474
- E (eV) = -14020.6482

```
! RIJCOSX wB97M-V def2-TZVPD def2/J DEFGRID3
* xyz 1 3
C -2.991 -0.270 -0.198
C -2.343 -0.797 1.122
C -2.571 1.200 -0.611
C -0.818 -0.561 1.192
C -0.944 1.172 -0.501
C 4.190 0.544 -0.172
C 3.032 -0.334 -0.165
N 1.043 1.970 1.984
N -0.545 0.767 0.807
N 0.311 1.429 1.339
O 1.938 -0.118 0.234
H -2.744 -0.895 -1.128
H -4.047 -0.344 0.054
H -2.939 -0.181 1.845
H -2.640 -1.752 1.371
H -2.800 1.066 -1.591
H -3.093 1.958 -0.044
H -0.503 -0.700 2.322
H -0.213 -1.207 0.534
H -0.485 0.480 -1.247
H -0.624 2.268 -0.741
H 4.883 0.301 -0.971
H 4.033 1.544 0.138
H 4.925 0.125 0.608
H 1.079 -1.069 -3.323
H 3.266 -1.498 -0.445
H 1.082 -1.633 -3.840
*
```



(4)
Formula: C7H16N3O2
Source: the OMol25 dataset
Level of theory: ωB97M-V/def2-TZVPD

Computed properties:
- LUMO energy (eV) = -2.7
- HOMO level (Eh) = -0.407
- Kohn-Sham gap (eV) = 8.427
- E (eV) = -16073.9296
- SMILES string = C/N=C(\OC/C(O)=C/N)[NH+](C)C

```
! RIJCOSX wB97M-V def2-TZVPD def2/J DEFGRID3
* xyz 1 1
C 2.029 0.663 -0.970
C 1.132 0.171 -2.032
C 2.310 -0.135 0.095
C -0.700 -0.113 -0.564
C -0.371 2.198 -0.265
C -1.014 -1.848 1.303
C -2.959 -0.896 -0.005
N 3.041 0.379 1.148
N -0.821 0.912 0.119
N -1.594 -1.327 -0.020
O 2.398 1.950 -1.106
O -0.047 -0.552 -1.590
H 0.935 1.070 -2.709
H 1.720 -0.590 -2.810
H 2.153 -1.215 0.010
H 0.245 2.357 -1.168
H -1.240 2.545 -0.719
H -0.035 2.721 0.622
H -1.887 -2.536 1.511
H 0.000 -2.104 1.081
H -1.049 -1.010 1.993
H -3.069 0.177 0.302
H -3.326 -0.857 -1.064
H -3.506 -1.307 0.889
H 2.883 1.312 1.465
H 3.134 -0.237 1.936
H 3.283 2.001 -0.646
H -1.493 -2.008 -0.788
*
```



(5)
Formula: C7H16N3S
Source: the OMol25 dataset
Level of theory: ωB97M-V/def2-TZVPD

Computed properties:
- LUMO energy (eV) = -3.7
- HOMO level (Eh) = -0.401
- Kohn-Sham gap (eV) = 7.163
- E (eV) = -22815.3207

```
! RIJCOSX wB97M-V def2-TZVPD def2/J DEFGRID3
* xyz 1 1
C -2.970 -1.442 -1.933
C 0.753 0.702 1.118
C -1.504 -0.525 -3.776
C 3.027 0.293 1.512
C 1.437 0.965 3.474
C -2.235 -1.745 -3.170
C 1.629 0.197 2.180
N -3.856 -1.384 -1.194
N 0.526 1.996 0.885
N 0.025 -0.171 0.376
S -0.873 0.332 -0.974
H -0.945 -0.764 -4.651
H -0.703 -0.198 -3.181
H -2.207 0.276 -3.740
H 3.311 1.217 0.968
H 3.074 -0.543 0.810
H 3.760 0.069 2.343
H 0.439 0.852 3.776
H 2.126 0.503 4.145
H 1.694 1.993 3.283
H -1.568 -2.559 -2.897
H -2.953 -2.073 -4.007
H 1.346 -0.907 2.316
H -4.107 -0.878 -0.402
H 1.063 2.669 1.479
H -0.413 2.261 0.755
H 0.125 -1.134 0.504
*
```



(6)
Formula: C7H16NO
Source: the OMol25 dataset
Level of theory: ωB97M-V/def2-TZVPD

Computed properties:
- LUMO energy (eV) = -4.1
- HOMO level (Eh) = -0.479
- Kohn-Sham gap (eV) = 8.957
- E (eV) = -11048.1219

```
! RIJCOSX wB97M-V def2-TZVPD def2/J DEFGRID3
* xyz 1 1
C 1.558 -0.974 -0.696
C 2.981 -0.519 1.051
C 2.305 1.423 -0.541
C -2.022 0.454 1.163
C -2.680 -1.346 -0.517
C 2.708 -0.095 -0.439
C -2.660 0.082 -0.104
N -3.215 1.035 -0.788
O 0.435 -0.527 -0.980
H 3.687 -1.329 1.175
H 2.137 -0.692 1.597
H 3.505 0.148 1.638
H 1.597 1.468 0.365
H 3.200 1.952 -0.494
H 1.671 1.783 -1.400
H -1.775 -0.436 1.724
H -2.609 1.204 1.759
H -1.040 0.815 0.853
H -2.177 -1.971 0.326
H -3.629 -1.804 -0.784
H -2.008 -1.164 -1.368
H 3.583 -0.348 -1.037
H 1.602 -2.058 -0.534
H -3.871 0.809 -1.540
H -3.282 2.088 -0.431
*
```



Question: Look up the E of the fifth one.
Answer: -22815.3207 eV



Question: What is the E in the third record?
Answer: -14020.6482 eV